(1)
31
Properties=species:S:1:pos:R:3:nbo_charge:R:1 method="wB97M-V/def2-TZVPD" orbital_gap_ha="0.1246 / 0.1253" s_squared=0.760 multiplicity=2 total_charge=-2 lumo_ha="0.18810 / 0.18815" fmax_ev_per_a=1.44 molar_mass_g_mol=316.17 e_homo_ev="1.73 / 1.71" e_tot_ha=-1914.18106
V 0.7026 -0.3745 0.1911 1.4266
C -2.4728 0.2292 -1.4381 -0.6216
C -2.0243 1.0894 -0.2658 0.1281
C -2.9350 2.2940 -0.0982 -0.6153
O -0.6927 1.5315 -0.5974 -0.6878
C -1.9355 0.2581 1.0365 0.7665
O -2.6456 0.5044 1.9969 -0.6650
O -1.0293 -0.6711 0.9872 -0.7274
H -2.4843 0.8331 -2.3457 0.2207
H -3.4733 -0.1671 -1.2488 0.1915
H -1.7791 -0.5946 -1.6005 0.2667
H -2.9280 2.8781 -1.0195 0.2005
H -2.6046 2.9187 0.7340 0.2039
H -3.9526 1.9690 0.1195 0.2126
H -0.3120 2.0039 0.1570 0.4869
O 0.2188 -0.2850 -3.8081 -0.7927
C 0.5963 -1.2110 -3.0384 0.5474
N 0.7861 -1.0773 -1.6588 -0.6745
C 1.1940 -2.2989 -1.1061 0.3593
O 1.3557 -2.1670 0.2500 -0.7053
C 1.2987 -3.2605 -2.0550 -0.2274
C 1.6565 -4.6526 -2.1145 -0.2338
C 1.6433 -5.2956 -3.3155 -0.2636
C 1.2779 -4.6309 -4.5418 -0.4230
C 0.9282 -3.2936 -4.5133 -0.1462
C 0.9257 -2.5793 -3.3173 -0.2232
H 1.9366 -5.1857 -1.2106 0.1805
H 1.9188 -6.3478 -3.3550 0.1651
H 1.2780 -5.1844 -5.4757 0.1660
H 0.6459 -2.7793 -5.4288 0.1873
O 1.5866 0.7842 0.8472 -0.7030

(2)
240
Properties=species:S:1:pos:R:3:mulliken_charge:R:1 method="wB97M-V/def2-TZVPD" orbital_gap_ha=0.3076 multiplicity=1 total_charge=0 lumo_ha=0.01160 fmax_ev_per_a=5.39 molar_mass_g_mol=1798.29 smiles="CN(C)P(=O)(N(C)C)N(C)C.CN(C)P(=O)(N(C)C)N(C)C.CN(C)P(=O)(N(C)C)N(C)C.COP(=O)(OC)OC.COP(=O)(OC)OC.COP(=O)(OC)OC.COP(=O)(OC)OC.COP(=O)(OC)OC.COP(=O)(OC)OC.COP(=O)(OC)OC.COP(=O)(OC)OC.COP(=O)(OC)OC" e_homo_ev=-8.06 e_tot_ha=-9319.78383
C -1.9028 -4.5022 6.4366 -0.8487
N -3.0399 -3.5982 6.6399 0.5928
C -4.2203 -4.2362 7.3238 -1.0344
P -2.7124 -1.8846 6.4372 0.1946
O -1.4343 -1.6137 5.7196 -0.5646
N -4.0744 -1.2630 5.5831 0.5171
C -4.4505 -1.7519 4.2852 -1.1727
C -4.6265 0.0107 5.9645 -1.1870
N -2.6676 -1.2546 7.9719 0.4240
C -3.7300 -1.3963 9.0328 -1.1846
C -1.3405 -0.9383 8.5490 -0.9948
H -1.4470 -4.8953 7.3454 0.3244
H -1.0561 -4.0953 5.8837 -0.2101
H -2.1714 -5.3913 5.8660 0.3799
H -4.4912 -5.1844 6.8594 0.3189
H -5.0612 -3.5431 7.2958 0.3234
H -3.9983 -4.4529 8.3687 0.2747
H -5.5106 -1.5108 4.2056 0.3782
H -3.8438 -1.2470 3.5335 0.2811
H -4.3451 -2.8366 4.2624 0.3258
H -5.6882 0.1241 5.7452 0.3721
H -4.6832 0.0693 7.0514 0.2528
H -4.0443 0.7884 5.4702 0.4387
H -3.3929 -2.0546 9.8336 0.2704
H -3.8733 -0.4206 9.4971 0.3624
H -4.6737 -1.6576 8.5540 0.3779
H -1.3240 0.0986 8.8849 0.3596
H -0.6768 -0.9026 7.6851 0.1798
H -0.9872 -1.6976 9.2467 0.2499
C 4.1538 3.4036 -1.4456 -0.5911
N 5.2748 4.1351 -1.9712 0.2785
C 6.5440 3.7362 -1.2903 -1.0041
P 5.2325 4.5811 -3.6865 0.2753
O 3.9650 5.1096 -4.2093 -0.9450
N 6.4405 5.7828 -3.7122 0.2350
C 6.8186 6.1534 -5.0960 -1.0364
C 6.4352 6.8557 -2.7515 -1.0748
N 5.8302 3.2179 -4.4996 0.7724
C 4.9593 2.3459 -5.3171 -1.0923
C 7.2805 3.0149 -4.6879 -1.1225
H 4.2577 2.3940 -1.8429 -0.0847
H 3.1923 3.7803 -1.7945 0.1840
H 4.1786 3.3749 -0.3562 0.4772
H 6.5249 4.0191 -0.2378 0.3483
H 7.4259 4.1306 -1.7950 0.3579
H 6.6485 2.6519 -1.2523 0.2189
H 5.9929 6.7697 -5.4517 0.3878
H 7.7191 6.7651 -5.1502 0.3369
H 6.8391 5.2724 -5.7375 0.2763
H 7.1900 6.7147 -1.9779 0.2249
H 6.6222 7.7839 -3.2916 0.4523
H 5.4586 7.0303 -2.3000 0.3513
H 5.4128 1.3556 -5.3605 0.3608
H 3.9989 2.2765 -4.8062 0.2595
H 4.9525 2.8108 -6.3029 0.2271
H 7.8331 3.4263 -3.8432 0.2805
H 7.6132 3.4706 -5.6205 0.3648
H 7.4531 1.9394 -4.7274 0.3653
C -5.3479 3.9264 2.0797 -1.0769
N -5.0389 3.9615 3.5198 0.5094
C -6.1140 3.4579 4.4006 -1.0015
P -3.7124 4.7514 4.1872 -0.0699
O -3.4957 4.5062 5.6601 -0.9437
N -2.3588 4.2548 3.3506 1.1642
C -1.9306 2.8237 3.3244 -0.5680
C -1.2173 5.1418 3.3150 -1.2435
N -4.0903 6.3940 3.8170 0.3267
C -4.7993 7.1921 4.8184 -1.0424
C -4.1805 6.8195 2.4145 -1.0453
H -5.9745 3.0704 1.8290 0.5597
H -4.4139 3.9319 1.5178 0.3369
H -5.8274 4.8765 1.8441 0.1510
H -6.8544 4.2191 4.6466 0.2328
H -5.7264 2.9857 5.3032 0.2926
H -6.6066 2.6967 3.7956 0.3543
H -1.3541 2.5923 4.2201 -0.0032
H -2.7387 2.1180 3.1321 -0.1665
H -1.2449 2.7042 2.4856 0.3156
H -0.5356 4.7903 2.5405 0.3365
H -1.5004 6.1815 3.1507 0.3716
H -0.6210 5.0950 4.2262 0.2104
H -5.0098 8.2097 4.4893 0.4157
H -5.7116 6.7146 5.1759 0.2549
H -4.1544 7.3322 5.6859 0.3019
H -3.6370 7.7615 2.3411 0.5356
H -5.2188 6.8072 2.0831 0.3824
H -3.5455 6.1789 1.8026 0.1073
C 1.3059 -3.7199 4.2526 -0.4201
O 0.7077 -4.9940 4.1545 0.0186
P 1.2648 -6.1336 3.1822 0.4867
O 0.7500 -6.1938 1.7783 -0.1291
O 2.8833 -6.0701 3.3141 -0.4252
C 3.7198 -6.7313 2.3117 -0.5929
O 0.9501 -7.4508 4.0400 -0.4039
C -0.3795 -7.8871 4.2080 -0.6852
H 2.3599 -3.8400 4.5034 0.3914
H 0.9361 -3.1096 5.0766 0.2038
H 1.2836 -3.1961 3.2970 0.0819
H 3.1798 -7.4316 1.6744 0.2486
H 4.4705 -7.2785 2.8819 0.3184
H 4.3224 -6.0047 1.7668 0.1668
H -0.7064 -7.7996 5.2441 0.2616
H -0.3839 -8.9551 3.9902 0.2728
H -1.0709 -7.3932 3.5252 0.2862
C -3.7418 -0.2478 -8.0286 -0.8401
O -3.5588 -0.2873 -6.6305 -0.2839
P -2.6474 -1.4568 -5.8744 -0.2421
O -2.0931 -1.0878 -4.5114 0.6101
O -3.5607 -2.7929 -5.7150 -0.1633
C -5.0096 -2.6749 -5.6459 -1.0097
O -1.6062 -1.9050 -6.9935 -0.2606
C -0.7128 -2.9805 -6.7862 -0.3485
H -3.4753 -1.1688 -8.5471 0.3197
H -3.2213 0.5698 -8.5272 0.2914
H -4.8007 -0.1451 -8.2659 0.3013
H -5.3720 -3.3934 -4.9106 0.3488
H -5.3260 -3.0212 -6.6299 0.3308
H -5.5124 -1.7089 -5.6003 0.3895
H -1.3191 -3.8712 -6.9509 0.2965
H -0.2768 -2.9202 -5.7890 -0.0544
H 0.0297 -2.8669 -7.5761 0.2867
C -3.6810 -3.1336 -2.0644 -0.5501
O -3.8678 -2.2116 -1.0192 -0.3865
P -4.1663 -2.4936 0.5691 1.0377
O -5.0448 -3.6862 0.6972 -0.8646
O -4.7039 -1.0871 1.1694 -0.5171
C -3.9586 0.1028 0.9957 1.2006
O -2.7172 -2.7189 1.2121 0.1940
C -1.8234 -3.6169 0.7599 0.2798
H -4.4266 -2.9357 -2.8344 0.1075
H -3.7627 -4.1838 -1.7844 0.5870
H -2.7609 -2.9854 -2.6297 0.1198
H -4.5464 0.9608 0.6695 0.4231
H -3.1216 0.0176 0.3026 -0.9341
H -3.4433 0.3979 1.9097 -0.4664
H -2.0224 -3.9358 -0.2632 -0.1460
H -1.7877 -4.5126 1.3801 0.2920
H -0.8239 -3.1838 0.7984 -0.2555
C 1.2305 -4.4678 -1.3063 -0.0808
O 1.3802 -4.9344 -2.5682 0.3288
P 0.3330 -6.0007 -3.2511 -0.0821
O 0.6396 -6.4883 -4.6193 -0.7741
O -1.1143 -5.1891 -3.2219 0.4776
C -2.3093 -5.6055 -3.8868 -0.5631
O 0.1801 -7.1462 -2.0982 -0.3337
C 1.2818 -8.0002 -1.8760 -0.7285
H 0.2262 -4.6226 -0.9120 0.4080
H 1.4103 -3.3938 -1.2593 -0.2895
H 1.9564 -5.0135 -0.7035 0.0716
H -2.9564 -5.9157 -3.0663 0.3528
H -2.1309 -6.3742 -4.6387 0.4192
H -2.8261 -4.8984 -4.5357 -0.2399
H 1.9474 -8.0897 -2.7345 0.3688
H 0.9311 -9.0113 -1.6691 0.3041
H 1.8063 -7.7043 -0.9675 0.1168
C -3.5797 6.2502 -1.2680 -0.7378
O -2.3465 5.6300 -1.6365 -0.3269
P -2.3811 3.9859 -1.7902 0.1548
O -3.0671 3.2607 -0.7145 -0.0706
O -3.0192 3.7696 -3.2813 -0.3992
C -3.1088 2.4677 -3.8082 -0.5059
O -0.8199 3.5280 -1.9451 0.2815
C -0.0276 4.2532 -2.9246 -0.8378
H -3.3944 6.9186 -0.4272 0.1927
H -4.3203 5.5492 -0.8828 0.3172
H -3.9181 6.8196 -2.1337 0.3201
H -2.7396 1.5964 -3.2671 0.0239
H -2.5538 2.4678 -4.7463 0.3057
H -4.1481 2.2053 -4.0057 0.3906
H -0.6649 4.6775 -3.7004 0.4161
H 0.7448 3.6567 -3.4101 0.2179
H 0.5663 5.0057 -2.4059 0.2683
C 4.4848 -3.1813 -0.2891 -0.6299
O 4.1354 -3.3021 -1.6870 0.6090
P 5.2041 -3.2290 -2.8705 0.3064
O 6.1611 -4.3617 -2.9992 -0.8064
O 4.3793 -2.9472 -4.2050 0.0544
C 3.5735 -4.0606 -4.7225 -0.5532
O 5.9926 -1.8505 -2.6047 -0.5547
C 5.3462 -0.5656 -2.7568 0.0182
H 3.6468 -2.6331 0.1415 0.0525
H 5.3856 -2.6114 -0.0613 0.4411
H 4.3810 -4.1728 0.1517 0.1125
H 3.7279 -4.9870 -4.1693 0.4142
H 3.9139 -4.2170 -5.7461 0.3658
H 2.5222 -3.8211 -4.8822 -0.0205
H 5.4167 -0.0048 -1.8248 0.2170
H 4.3429 -0.6965 -3.1622 -0.0335
H 5.9381 0.0145 -3.4647 0.1448
C 4.3381 0.7871 -8.9381 -0.8217
O 3.9601 0.6627 -7.5478 -0.0039
P 2.6619 -0.2554 -7.0963 0.5626
O 2.7165 -1.7032 -7.4776 -0.7598
O 2.4872 0.0511 -5.4951 0.0255
C 1.3973 -0.5216 -4.7497 0.1422
O 1.3643 0.5231 -7.7805 -0.2029
C 1.0602 0.2401 -9.1572 -0.8992
H 4.2243 1.8294 -9.2361 0.2845
H 3.7214 0.1935 -9.6129 0.3046
H 5.3465 0.3907 -9.0568 0.3092
H 1.1812 -1.5448 -5.0572 -0.2198
H 0.5463 0.1593 -4.7326 0.3148
H 1.5317 -0.6775 -3.6793 -0.0695
H 0.0148 0.0622 -9.4093 0.2011
H 1.6949 -0.5307 -9.5946 0.3906
H 1.4099 1.1288 -9.6825 0.3656
C 2.4684 1.5406 3.8178 -0.4701
O 2.7880 2.6628 4.6044 -0.3824
P 2.3808 2.6714 6.1815 0.7540
O 2.6869 1.5163 7.0213 -0.6831
O 0.8275 3.0341 6.0397 0.1395
C -0.1113 2.7395 7.0644 -0.7195
O 3.0047 4.1274 6.6353 -0.3055
C 3.1214 4.5719 7.9744 -0.7414
H 3.3755 1.0980 3.4063 0.3553
H 1.8533 1.7737 2.9487 0.1467
H 1.9091 0.7679 4.3453 0.2158
H -0.4537 3.7710 7.1466 0.3323
H 0.3976 2.5027 7.9988 0.4627
H -0.8193 1.9775 6.7386 0.0319
H 2.4758 5.3931 8.2856 0.2660
H 4.1762 4.8212 8.0906 0.2848
H 2.9906 3.7624 8.6924 0.3385
C 2.3110 0.7487 -0.5309 -0.4795
O 1.2285 0.6973 0.3832 -0.2353
P 0.4313 -0.7258 0.5764 0.1156
O 1.3094 -1.7968 1.1221 -0.8956
O -0.8553 -0.4019 1.5190 0.9732
C -0.7978 -0.5976 2.9368 -0.5550
O -0.2073 -0.9419 -0.9720 0.8576
C -0.9032 0.1160 -1.6118 -0.5540
H 3.2260 1.1677 -0.1124 0.1437
H 2.0464 1.3129 -1.4252 0.2193
H 2.6920 -0.2611 -0.6835 0.1715
H 0.2539 -0.6144 3.2227 0.2203
H -1.3395 -1.5056 3.2018 0.1202
H -1.2926 0.2234 3.4557 -0.3116
H -1.9848 -0.0140 -1.5746 0.0350
H -0.4921 0.2913 -2.6060 -0.5292
H -0.6642 1.0098 -1.0355 0.5920

(3)
56
Properties=species:S:1:pos:R:3:nbo_charge:R:1 method="wB97M-V/def2-TZVPD" orbital_gap_ha="0.1382 / 0.1286" s_squared=3.838 multiplicity=4 total_charge=-1 lumo_ha="0.06939 / 0.06899" fmax_ev_per_a=4.37 molar_mass_g_mol=466.56 e_homo_ev="-1.87 / -1.62" e_tot_ha=-2847.02924
V -0.0630 0.4992 1.6922 0.8384
C 0.8446 -1.0412 4.0643 -0.2326
C 2.1790 -0.4572 3.5347 -0.2309
N 2.0129 0.0705 2.1686 -0.6515
C 2.7761 1.2927 1.8485 -0.2443
C 2.5754 2.3628 2.8706 -0.5373
S 0.7700 2.5528 3.0762 0.3064
C 0.1106 2.0563 4.7727 -0.5187
C -0.7479 0.7659 4.7240 -0.2231
N -0.3345 -0.2469 3.7477 -0.6475
H 0.9502 -1.1655 5.1741 0.1752
H 0.7050 -2.0415 3.6304 0.2423
H 2.9415 -1.2428 3.5955 0.2007
H 2.6023 0.3005 4.1614 0.1889
H 2.2115 -0.6591 1.4620 0.4205
H 2.3651 1.7097 0.8918 0.2636
H 3.8355 1.0190 1.7049 0.1917
H 2.7749 3.3285 2.4376 0.2429
H 3.1368 2.1851 3.7948 0.2151
H -0.3397 2.9647 5.1095 0.2375
H 0.9227 1.9277 5.4744 0.2139
H -1.8107 1.0302 4.4488 0.2271
H -0.7386 0.2644 5.7627 0.1786
H -1.1261 -0.8415 3.5366 0.4188
S -0.6833 -1.7223 0.9675 -0.2903
C -0.1593 -1.4527 -0.6410 0.1571
N -0.2323 -2.4099 -1.5704 -0.3970
N -0.1526 -1.8710 -2.7739 -0.4326
C -0.4092 -2.5788 -3.9290 0.2075
C -0.7458 -1.8846 -5.1523 -0.2855
C -0.9622 -2.6762 -6.2760 -0.1950
C -0.6209 -4.0522 -6.3418 -0.3250
C -0.2828 -4.6711 -5.1660 -0.1929
C -0.0565 -3.9381 -3.9933 -0.3087
N 0.2539 -0.2658 -1.0908 -0.4781
N 0.1716 0.6498 -0.1683 -0.4629
C -1.1852 1.6797 -0.2721 -0.0255
C -0.5880 2.8538 -0.9517 -0.1871
C -0.8041 3.1093 -2.3070 -0.2066
C -1.6990 2.3672 -3.0763 -0.2990
C -2.2909 1.1848 -2.5262 -0.2389
C -2.2353 1.0143 -1.1407 -0.1938
H 0.0405 -0.8416 -2.8792 0.4120
H -1.0480 -0.8494 -5.1276 0.2108
H -1.3995 -2.2351 -7.1260 0.1866
H -0.7268 -4.5200 -7.3240 0.1944
H 0.0101 -5.7532 -5.1717 0.1901
H 0.2678 -4.3489 -3.0400 0.2334
H 0.1496 3.4096 -0.4104 0.1747
H -0.2610 3.9253 -2.7730 0.1807
H -1.8766 2.5488 -4.1239 0.1862
H -2.8067 0.4574 -3.1472 0.2050
H -2.8930 0.2605 -0.6401 0.2011
C -1.4665 1.7998 1.2412 -0.8770
H -1.4595 2.8043 1.6441 0.1797
H -2.4021 1.3718 1.6033 0.2006

(4)
24
Properties=species:S:1:pos:R:3:nbo_charge:R:1 method="wB97M-V/def2-TZVPD" orbital_gap_ha=0.2593 multiplicity=1 total_charge=-1 lumo_ha=0.11551 fmax_ev_per_a=2.20 molar_mass_g_mol=259.16 smiles="O=C1OC([O-])=C[C@H]1Oc1ccccc1C(F)(F)F" e_homo_ev=-3.91 e_tot_ha=-1023.38661
O -0.5056 -2.1161 3.2882 -0.5652
C 0.2272 -2.2531 2.3217 0.7780
O 0.4844 -3.5245 1.8002 -0.5385
C 1.4247 -3.4066 0.7288 0.7346
O 1.9405 -4.3984 0.2364 -0.6459
C 1.5581 -1.9906 0.4843 -0.6062
C 0.9307 -1.2040 1.4869 -0.0338
O -0.3228 -0.4717 0.6455 -0.5684
C -0.1801 0.6710 0.0244 0.3863
C 0.6121 1.7459 0.4781 -0.3160
C 0.6644 2.9481 -0.2230 -0.1788
C 0.0102 3.0587 -1.4568 -0.2944
C -0.8572 2.0363 -1.8886 -0.1839
C -0.9761 0.8824 -1.1316 -0.2035
C -2.0388 -0.1303 -1.2651 0.9800
F -2.9749 0.1401 -2.2217 -0.3417
F -2.7174 -0.2608 -0.0773 -0.3274
F -1.5311 -1.3629 -1.5653 -0.3243
H 1.8199 -1.6158 -0.4925 0.2148
H 1.4091 -0.3419 2.0543 0.1964
H 1.1064 1.6211 1.4277 0.2117
H 1.2275 3.8100 0.1795 0.2050
H 0.1521 3.9772 -2.0471 0.2023
H -1.4632 2.1859 -2.7871 0.2190